Record 1
C30H70N10O10 | ωB97M-V with the def2-TZVPD basis set

Properties
**M**: 730.9 g/mol
**Max |F|**: 3.471 eV/A
**HOMO-LUMO gap**: 9.151 eV
**Energy above the lowest of the compared OMol25 structures with the same formula, charge and spin**: 51.8 kcal/mol
**Total charge**: 0
**LUMO level**: 0.3 eV
**SMILES**: CNC(C)=O.CNC(C)=O.CNC(C)=O.CNC(C)=O.CNC(C)=O.CNC(C)=O.CNC(C)=O.CNC(C)=O.CNC(C)=O.CNC(C)=O

Each line ends with the Mulliken charge.
CARTESIAN COORDINATES (ANGSTROEM)
C  9.5721  10.4365  14.8728  -0.557
N  8.3316  10.7977  15.5448  -0.021
C  8.1466  10.9209  16.8788  0.917
C  6.7411  11.1338  17.2862  -1.461
O  9.0416  10.8478  17.6890  -0.718
H  9.3958  10.0182  13.8983  0.496
H  10.1406  9.7802  15.5569  0.426
H  10.1818  11.3063  14.7353  -0.328
H  7.5204  11.0957  15.0141  0.226
H  6.5737  12.2101  17.2036  0.263
H  6.7467  10.9744  18.3838  0.377
H  5.9565  10.6210  16.8207  0.424
C  12.2236  16.9593  10.7741  -0.461
N  11.0106  17.7672  10.6480  -0.066
C  9.7581  17.5657  11.0804  0.537
C  8.7282  18.6052  10.6474  -1.429
O  9.4106  16.5475  11.7007  -0.574
H  11.9050  15.9335  10.6968  0.033
H  12.7090  16.9521  11.7305  0.038
H  12.8846  17.1630  9.9907  0.407
H  11.0588  18.6509  10.1227  0.259
H  9.1800  19.5718  10.6020  0.449
H  7.8578  18.6524  11.2145  0.368
H  8.4110  18.3032  9.6098  0.276
C  16.3676  15.2668  17.1640  -1.008
N  15.1283  15.4237  16.3966  0.023
C  15.0812  15.8495  15.1335  0.118
C  13.7234  16.0568  14.5291  0.547
O  16.1088  16.1130  14.4618  -0.792
H  17.1636  15.4270  16.4175  0.304
H  16.4003  14.2803  17.5833  0.323
H  16.3999  16.0303  17.9479  0.318
H  14.2480  15.4459  16.9492  0.191
H  13.6887  17.1132  14.3022  0.496
H  12.9543  15.6924  15.1786  -0.108
H  13.6072  15.5323  13.5782  -0.506
C  6.2590  15.8724  14.1365  -1.063
N  7.6782  15.4838  13.9706  0.207
C  8.3351  14.8029  14.9515  0.139
C  9.7701  14.5746  14.5783  1.503
O  7.8128  14.4723  16.0130  -0.684
H  5.7960  16.0054  13.1884  0.360
H  6.1507  16.6574  14.8419  0.380
H  5.7099  14.9386  14.5307  0.281
H  8.2279  15.9700  13.3370  0.149
H  10.1752  13.7663  15.1416  -1.060
H  10.4567  15.4529  14.8158  0.323
H  9.7524  14.4447  13.5050  -0.345
C  15.0817  9.2116  14.8584  -0.850
N  14.1655  8.4777  14.0198  -0.192
C  13.2806  9.1169  13.2823  0.709
C  12.3302  8.4445  12.3746  -1.240
O  13.1004  10.3150  13.4923  -0.594
H  14.9096  10.2662  14.9874  0.204
H  16.1395  9.0554  14.4606  0.312
H  15.1519  8.7397  15.7931  0.353
H  14.3518  7.5117  13.7095  0.242
H  11.7235  7.8255  13.0079  0.367
H  12.7614  7.8482  11.5852  0.470
H  11.6914  9.2441  11.9187  0.088
C  12.4733  12.3575  16.0088  -0.706
N  11.4392  12.5632  16.9488  0.166
C  11.4918  13.7178  17.6837  0.655
C  10.5011  13.9058  18.7798  -1.196
O  12.2937  14.5619  17.3770  -0.627
H  13.4616  12.0435  16.3754  0.352
H  12.7521  13.2106  15.3704  -0.074
H  12.1959  11.6068  15.3478  0.280
H  10.6340  11.9274  17.0352  0.174
H  10.3325  14.9395  19.0549  0.333
H  10.9026  13.4195  19.6680  0.361
H  9.5179  13.5228  18.5255  0.220
C  12.5297  11.7876  8.5900  -0.435
N  13.2064  13.1329  8.3812  0.015
C  12.7620  13.9881  7.3666  0.748
C  13.3170  15.3727  7.4156  -0.966
O  12.0233  13.6102  6.4622  -0.666
H  11.3935  11.8509  8.6141  -0.043
H  12.8933  11.2248  9.4953  0.126
H  12.5405  11.2158  7.6575  0.382
H  13.7297  13.6009  9.1161  -0.014
H  14.2866  15.2511  7.8361  0.377
H  12.7039  16.0577  8.0001  -0.049
H  13.3968  15.7705  6.4154  0.399
C  8.2601  12.6977  12.2075  -1.142
N  8.4893  13.3603  10.9377  0.016
C  9.0716  12.6766  9.9004  0.602
C  9.1791  13.4922  8.6107  -0.651
O  9.5183  11.5781  10.0375  -0.626
H  7.7706  13.2988  12.9168  0.393
H  9.1590  12.3688  12.7909  0.155
H  7.6584  11.8227  12.0320  0.420
H  8.4590  14.3899  10.8437  0.207
H  8.5542  13.0027  7.8522  0.331
H  10.2045  13.4669  8.1881  -0.059
H  8.7323  14.5129  8.7331  0.299
C  18.6881  15.3977  11.5992  -0.863
N  17.7287  16.4206  11.9010  -0.121
C  17.0211  16.9507  10.8355  0.591
C  15.8125  17.8351  11.1688  -0.543
O  17.3841  16.7515  9.7076  -0.647
H  19.5435  15.7758  11.0375  0.275
H  18.1636  14.6738  10.9344  0.206
H  19.0901  14.9272  12.5008  0.326
H  17.3710  16.4436  12.8396  0.405
H  16.0511  18.5454  11.9966  0.378
H  14.9215  17.1597  11.4071  -0.262
H  15.6519  18.3940  10.2825  0.394
C  12.0724  12.9831  12.1293  0.830
N  13.4906  12.6554  12.1453  0.694
C  14.3504  13.4948  11.6232  0.566
C  15.8120  13.2167  11.8421  -1.148
O  14.0293  14.4940  10.9529  -0.368
H  11.7960  13.1773  11.0551  -0.169
H  11.9131  13.8657  12.7533  -0.200
H  11.3548  12.1881  12.5050  -0.590
H  13.8751  12.0123  12.8433  -0.062
H  16.1826  13.9032  12.5886  0.019
H  16.2737  13.4225  10.9094  0.205
H  15.8948  12.1434  12.0679  0.484

=====

Record 2
C14H16N2O2S | ωB97M-V with the def2-TZVPD basis set

Properties
**M**: 276.4 g/mol
**Max |F|**: 1.142 eV/A
**HOMO-LUMO gap**: 8.664 eV
**Energy above the lowest of the compared OMol25 structures with the same formula, charge and spin**: 19.7 kcal/mol
**Total charge**: 0
**LUMO level**: 0.3 eV
**SMILES**: COCCNC(=O)c1ccc(-c2csc(C)n2)cc1

Each line ends with the Mulliken charge.
CARTESIAN COORDINATES (ANGSTROEM)
C  -4.3209  -2.3132  -0.3269  -0.595
O  -5.4194  -1.4477  -0.1953  -0.401
C  -5.1391  -0.0824  -0.3922  -0.447
C  -4.3663  0.5933  0.7558  -0.790
N  -2.9437  0.3504  0.7048  -0.176
C  -2.1129  1.1481  -0.0119  0.130
O  -2.5047  2.1375  -0.6000  -0.647
C  -0.6804  0.7332  0.0009  0.998
C  0.2915  1.7283  -0.0678  -0.685
C  1.6307  1.4034  -0.0673  -0.775
C  2.0361  0.0683  -0.0165  0.987
C  3.4586  -0.2410  -0.0181  0.185
C  4.0374  -1.4810  0.0047  -0.455
S  5.7495  -1.3673  -0.0073  -0.206
C  5.5766  0.3884  -0.0431  0.701
C  6.7647  1.2699  -0.0679  -1.074
N  4.3632  0.7833  -0.0444  -0.443
C  1.0611  -0.9287  0.0242  -1.181
C  -0.2795  -0.6001  0.0354  -0.460
H  -4.7304  -3.3145  -0.4561  0.306
H  -3.6851  -2.3079  0.5671  0.179
H  -3.7116  -2.0553  -1.2012  0.291
H  -4.5830  0.0692  -1.3282  0.352
H  -6.1191  0.3914  -0.4811  0.311
H  -4.7601  0.2510  1.7145  0.386
H  -4.5078  1.6734  0.6624  0.425
H  -2.5673  -0.4406  1.1994  0.281
H  -0.0296  2.7576  -0.1198  0.437
H  2.3870  2.1710  -0.1106  0.488
H  3.5733  -2.4454  0.0259  0.393
H  6.4407  2.3067  -0.0928  0.303
H  7.3742  1.0601  -0.9458  0.303
H  7.3788  1.1040  0.8163  0.300
H  1.3502  -1.9684  0.0444  0.255
H  -1.0128  -1.3951  0.0386  0.324

=====

Record 3
C24H35N5O9 | ωB97M-V with the def2-TZVPD basis set

Properties
**M**: 537.6 g/mol
**Max |F|**: 11.815 eV/A
**HOMO-LUMO gap**: 2.636 eV
**Energy above the lowest of the compared OMol25 structures with the same formula, charge and spin**: 0.0 kcal/mol
**Total charge**: 0
**LUMO level**: -4.9 eV

Each line ends with the Mulliken charge.
CARTESIAN COORDINATES (ANGSTROEM)
C  -2.0467  0.5131  3.1094  -1.231
C  -0.8715  -0.4756  3.2409  1.652
C  0.3213  0.1687  4.0096  -0.936
C  0.1294  0.2792  5.5896  -1.057
C  -0.0338  -1.2422  6.1364  -1.019
C  -1.2925  -1.8344  5.5086  1.044
N  -1.3063  -1.7279  3.9854  0.888
O  -1.9676  -2.6183  3.2355  -0.265
C  -2.5302  -1.3369  6.1025  -1.512
C  -1.3849  -3.5266  5.7764  -1.716
C  -0.2861  -0.9448  1.8989  -2.029
H  -1.7074  1.3897  2.4828  0.325
H  -2.2113  0.9263  4.1685  0.314
H  -3.0826  0.4164  2.6046  0.194
H  0.3688  1.1316  3.5287  0.452
H  1.3220  -0.3142  4.0311  0.333
H  -0.7188  0.9394  5.7889  0.339
H  0.9435  0.6504  5.9940  0.602
H  -0.2587  -1.1045  7.1234  0.547
H  0.9337  -1.7972  5.8070  0.284
H  -2.9542  -1.6297  7.2541  0.352
H  -3.4614  -1.6492  5.7916  0.512
H  -2.5499  -0.1840  6.1816  0.237
H  -2.2508  -3.9991  5.4088  0.417
H  -0.9291  -3.7201  6.7345  0.429
H  -0.6013  -3.9099  5.2356  0.576
H  0.4490  -1.7397  1.5551  0.264
H  -0.3924  -0.0027  1.2485  0.125
H  -1.1381  -1.1978  1.3414  0.726
N  1.5465  2.2869  0.8032  1.015
O  0.7388  2.6541  1.7055  -0.698
O  1.2629  2.5973  -0.3190  -0.521
O  2.7612  2.2014  1.0061  -0.702
C  1.5676  -1.7375  -2.0228  -0.363
C  2.1004  -2.7853  -2.9116  -1.021
C  3.4801  -2.4291  -3.6840  -0.431
C  4.1094  -1.0650  -3.5894  -0.113
C  3.4507  -0.0157  -2.6243  0.000
C  2.3190  -0.5394  -1.6830  -0.292
N  5.3320  -0.7317  -4.3134  0.873
O  5.6265  0.5521  -4.1979  -0.548
O  5.8736  -1.5754  -4.9937  -0.560
H  0.7781  -1.8461  -1.5584  0.917
H  1.6702  -3.5740  -3.2736  0.600
H  3.9555  -3.1324  -4.4007  0.365
H  3.9565  1.0086  -2.2453  0.356
H  2.0241  0.0859  -0.9082  0.180
C  1.2197  2.1061  -4.0432  -0.451
C  0.4510  0.8580  -4.3358  0.153
C  0.2766  0.3484  -5.7928  -0.674
C  0.8813  1.3901  -6.8061  0.079
C  1.8796  2.5056  -6.4677  -0.537
C  1.8213  2.8929  -4.9913  -0.556
N  0.7737  1.0337  -8.2910  0.847
O  0.1515  0.0367  -8.6953  -0.578
O  1.0082  2.0130  -9.0283  -0.539
H  1.4774  2.3546  -3.0453  0.641
H  -0.1489  0.2452  -3.6270  0.372
H  -0.1898  -0.5701  -6.2244  0.378
H  2.4053  3.0415  -7.1633  0.535
H  2.2817  3.8925  -4.7355  0.332
C  -2.8471  -0.1272  -1.3136  -0.169
O  -1.7479  -0.4650  -1.8059  -0.606
N  -3.0125  1.0339  -0.6943  0.255
C  -4.3864  1.4768  -0.2319  -1.303
C  -1.9726  2.0179  -0.5684  -1.077
H  -3.5907  -0.7775  -1.5008  0.572
H  -4.5798  1.5923  0.7095  0.514
H  -5.1664  0.7172  -0.6096  0.300
H  -4.7772  2.2815  -0.6164  0.529
H  -2.4479  2.8359  -0.9444  0.556
H  -1.3455  1.7708  -1.3334  0.317
H  -1.4595  2.0804  0.4930  0.199